{
  "formula": "C23H41BrCl2FILuNO7PS",
  "method": "ωB97M-V/def2-TZVPD",
  "elements": ["C", "C", "C", "C", "N", "C", "C", "F", "C", "C", "C", "C", "C", "C", "O", "C", "C", "O", "C", "C", "C", "O", "C", "C", "C", "I", "O", "C", "Cl", "Cl", "C", "C", "O", "Br", "P", "O", "O", "S", "H", "H", "H", "H", "H", "H", "H", "H", "H", "H", "H", "H", "H", "H", "H", "H", "H", "H", "H", "H", "H", "H", "H", "H", "H", "H", "H", "H", "H", "H", "H", "H", "H", "H", "H", "H", "H", "H", "H", "H", "H", "Lu"],
  "positions_angstrom": [[-0.1068, -4.7839, 1.3115], [-1.2209, -4.8483, 0.2610], [-1.9340, -3.5097, 0.0424], [-1.1847, -2.6402, -1.0010], [-1.4384, -1.2026, -0.8937], [-2.4493, -0.7657, -1.8351], [-3.7587, -1.5740, -1.7568], [-4.7107, -0.7795, -2.4022], [-0.2962, -0.3290, -0.5862], [0.4027, -0.9481, 0.6797], [1.7888, -1.6141, 0.6727], [2.9588, -0.5915, 0.6845], [4.1515, -0.8755, -0.2313], [5.3576, -0.0340, 0.2632], [5.7733, 0.8997, -0.7402], [5.3066, 2.1601, -0.6021], [5.0517, 2.8477, -1.9146], [5.1220, 2.7037, 0.4569], [-0.7812, 1.1065, -0.1057], [-1.3211, 2.0316, -1.2700], [-2.6108, 2.8162, -1.0561], [-2.7222, 3.8661, -1.9524], [-1.7279, 1.0014, 1.1074], [-3.0553, 0.2198, 0.9674], [-3.9765, 0.4677, 2.2554], [-3.7173, -1.1989, 3.5784], [0.4616, 1.7969, 0.1971], [0.6696, 2.8341, 1.0773], [-0.4975, 4.2390, 0.8493], [2.2389, 3.5091, 0.4661], [0.9583, 2.5526, 2.5626], [-0.1797, 2.6537, 3.5596], [-0.9294, 3.5478, 3.7259], [-0.3239, 1.0703, 4.7266], [0.8615, -0.1988, -2.0917], [0.0224, 0.4348, -3.3221], [2.0007, 0.8937, -1.8708], [1.6260, -1.8693, -2.6899], [0.7766, -4.2647, 0.9344], [0.2189, -5.7977, 1.5376], [-0.4325, -4.2953, 2.2312], [-1.9318, -5.6168, 0.5565], [-0.7658, -5.1408, -0.6892], [-2.9459, -3.7337, -0.3114], [-2.0574, -2.9632, 0.9851], [-1.4384, -3.0360, -1.9878], [-0.1304, -2.8954, -0.8891], [-2.1404, -0.8126, -2.8836], [-2.8203, 0.2408, -1.6194], [-3.6997, -2.5441, -2.2413], [-4.0912, -1.6695, -0.7205], [0.5390, -0.1929, 1.4545], [-0.3034, -1.6416, 1.1424], [1.9380, -2.4383, -0.0205], [1.8361, -2.0909, 1.6570], [3.3634, -0.5651, 1.6986], [2.5643, 0.4150, 0.5171], [3.9956, -0.5747, -1.2634], [4.4319, -1.9258, -0.1646], [5.1472, 0.4636, 1.2080], [6.2117, -0.6856, 0.4404], [4.2561, 2.3519, -2.4734], [5.9395, 2.8549, -2.5471], [4.7616, 3.8794, -1.7342], [-0.5835, 2.7930, -1.5123], [-1.5041, 1.4987, -2.2017], [-3.4896, 2.1359, -1.3975], [-2.7372, 3.2995, -0.0031], [-2.1079, 4.5753, -1.6884], [-1.9945, 2.0107, 1.4722], [-1.2725, 0.5450, 1.9913], [-3.6815, 0.4789, 0.0616], [-2.9222, -0.8569, 0.9096], [-5.0381, 0.3743, 1.9406], [-3.7517, 1.4140, 2.7669], [1.6913, 3.2897, 2.8972], [1.4523, 1.5908, 2.6878], [-0.3040, -0.2827, -3.8864], [1.6913, 1.7903, -2.0763], [-4.4802, 2.1332, 0.0982]],
  "atomic_forces_ev_per_a": [[0.07, -0.09, -0.38], [0.41, 0.35, 0.30], [-0.40, -0.06, -0.29], [-0.02, -1.28, 0.80], [-0.16, 0.68, -0.68], [-0.51, -0.93, -0.14], [0.40, 0.32, 0.31], [-0.07, 0.13, 0.07], [-0.16, 0.14, 0.76], [0.47, -0.42, 0.29], [0.44, 0.15, 0.66], [-0.23, -0.21, -0.16], [0.49, 0.80, 0.70], [0.49, -0.75, 0.07], [-0.73, 0.31, -0.08], [0.27, 0.34, -0.20], [0.17, 0.19, -0.20], [-0.34, -0.34, 0.17], [0.33, 0.83, -0.66], [-0.95, -0.35, 0.54], [1.43, 1.15, -1.65], [-0.49, -0.10, 0.46], [-0.91, 0.19, -0.23], [-0.16, 0.70, 2.10], [0.15, -0.05, -1.71], [-0.05, 0.33, 0.10], [-0.74, -0.88, 0.83], [1.75, 1.13, -0.57], [-0.46, -0.31, 0.08], [-0.39, -0.35, 0.10], [-0.38, -0.21, 0.40], [-0.23, -0.34, 0.38], [-0.04, 0.00, -0.33], [0.03, 0.08, -0.28], [1.75, -1.32, -1.40], [-0.65, 0.39, 0.76], [-1.02, 0.17, 0.03], [-0.51, 0.22, 0.49], [-0.04, 0.11, 0.04], [0.03, 0.04, 0.18], [-0.04, -0.08, 0.06], [-0.11, 0.02, -0.13], [-0.21, -0.26, -0.03], [-0.02, 0.16, -0.03], [0.16, -0.04, 0.07], [0.00, 0.35, -0.17], [0.11, 0.57, 0.02], [0.09, 0.36, -0.01], [0.32, 0.14, -0.19], [-0.17, -0.01, -0.03], [-0.01, -0.38, -0.07], [-0.12, 0.33, -0.25], [-0.13, -0.09, -0.31], [-0.15, 0.24, -0.34], [-0.17, -0.15, -0.08], [-0.13, -0.07, 0.08], [0.19, 0.02, -0.18], [-0.22, -0.35, -0.11], [-0.17, -0.08, -0.23], [0.00, 0.26, -0.12], [0.06, 0.09, -0.09], [0.10, -0.20, 0.04], [0.01, -0.16, 0.03], [0.05, 0.01, 0.10], [0.10, -0.03, 0.15], [0.23, -0.02, 0.00], [1.40, 0.04, -1.40], [0.10, -0.62, 0.05], [0.05, 0.04, -0.25], [0.24, 0.19, -0.07], [0.28, -0.05, -0.09], [0.84, -1.71, -0.73], [0.10, 0.03, -0.63], [-0.15, 0.12, 0.36], [-0.08, -0.05, 0.19], [-0.11, 0.15, -0.02], [0.00, -0.06, -0.39], [0.32, 0.07, -0.27], [0.38, 0.10, 0.12], [-2.21, 0.34, 3.29]],
  "gap_ev": 2.1,
  "total_charge": 3,
  "e_above_lowest_kcal_mol": 0.0
}